Entry 1:
Here is a structure of composition C25H30CdN2O5S2 from the OMol25 dataset. Energies are from ωB97M-V/def2-TZVPD.

```
65
Properties=species:S:1:pos:R:3
Cd -1.7944 1.2871 1.5399
O -2.6120 -0.0421 5.4588
C -2.5566 0.3396 4.3031
O -1.5827 0.9210 3.7153
C -3.8321 0.1079 3.4586
C -4.9332 -0.4926 4.0510
C -6.0834 -0.6773 3.3070
C -6.1101 -0.2608 1.9833
C -4.9746 0.3208 1.4603
N -3.8644 0.5038 2.1793
H -4.8461 -0.7932 5.0846
H -6.9557 -1.1396 3.7514
H -6.9900 -0.3820 1.3672
H -4.9373 0.6548 0.4305
C -1.0576 4.8273 0.8776
S -1.5249 3.8866 2.3351
C 0.0916 3.6163 3.0814
H -0.4632 5.6912 1.1721
H -1.9722 5.1721 0.3992
H -0.5017 4.2043 0.1788
H 0.7572 3.1088 2.3855
H -0.0760 2.9634 3.9364
H 0.5066 4.5698 3.4033
C 4.2873 -0.7230 -4.2465
C 3.0318 -1.4263 -3.7972
C 2.2850 -2.1417 -4.7266
C 1.1043 -2.7667 -4.3497
C 0.6976 -2.7206 -3.0304
C 1.4499 -2.0289 -2.0781
N 0.9674 -2.0075 -0.7647
C 1.7162 -2.1151 0.4168
C 2.8226 -2.9499 0.5283
C 3.5106 -3.0210 1.7323
C 3.1027 -2.2731 2.8309
C 2.0075 -1.4277 2.7155
C 1.3212 -1.3484 1.5156
C 0.2004 -0.3867 1.2884
O -0.9375 -0.8326 0.9827
O 0.4615 0.8517 1.3234
C 2.6023 -1.3307 -2.4637
C 3.3443 -0.4404 -1.4994
H 4.5648 -1.0416 -5.2504
H 5.1270 -0.9274 -3.5803
H 4.1532 0.3616 -4.2677
H 2.6300 -2.2036 -5.7519
H 0.5201 -3.3162 -5.0773
H -0.1969 -3.2400 -2.7074
H -0.0257 -1.8908 -0.6324
H 3.1309 -3.5418 -0.3255
H 4.3693 -3.6755 1.8145
H 3.6396 -2.3414 3.7675
H 1.6793 -0.8205 3.5501
H 4.2037 -0.9449 -1.0483
H 2.7064 -0.1125 -0.6785
H 3.7193 0.4469 -2.0109
C 0.4647 1.5229 -1.8988
S -1.1491 0.8274 -1.6417
C -1.8075 1.1650 -3.2572
O -1.8912 1.8147 -0.7357
H 1.0106 0.8642 -2.5773
H 0.9519 1.5409 -0.9236
H 0.3532 2.5272 -2.3081
H -1.1559 0.7115 -4.0040
H -1.8582 2.2473 -3.3758
H -2.8017 0.7277 -3.3163
```

## Properties
HOMO-LUMO gap in eV: 7.73
Spin multiplicity: 1
HOMO energy in eV: -7.6
Largest force on an atom in eV/Å: 0.49

=====

Entry 2:
Here is a structure of composition C8H32AsF6O8 in a non-equilibrium geometry from the OMol25 dataset. Energies are from ωB97M-V/def2-TZVPD.

```
55
Properties=species:S:1:pos:R:3
As -19.3475 10.5285 11.1527
F -18.1440 10.3403 9.9239
F -18.9872 8.9198 11.7358
F -20.4869 10.6585 12.4968
F -19.6441 12.1159 10.4767
F -20.6464 9.9262 10.1193
F -18.1407 11.2323 12.2170
C -22.4184 13.2307 9.6401
O -23.2542 13.6520 8.5671
H -21.4965 12.7901 9.2491
H -22.2295 14.1271 10.2316
H -22.8269 12.4255 10.2629
H -23.6925 12.8548 8.2467
C -18.1050 14.1010 7.8099
O -17.3810 13.1322 8.5530
H -18.3058 14.9887 8.4120
H -17.4685 14.3799 6.9660
H -19.0254 13.7431 7.3391
H -17.7768 13.1461 9.4326
C -18.8902 6.5157 13.5804
O -18.7576 5.1669 14.0476
H -19.9398 6.7850 13.6811
H -18.3279 7.2335 14.1797
H -18.6314 6.5745 12.5243
H -17.8299 4.9388 13.9410
C -19.1947 6.3396 8.9776
O -19.1184 6.4542 7.5520
H -18.5490 5.5360 9.3435
H -18.9130 7.2663 9.4795
H -20.2511 6.1150 9.1071
H -18.2286 6.7164 7.2992
C -16.9595 14.3587 12.4932
O -16.4566 13.1331 12.9765
H -17.9060 14.6443 12.9557
H -16.1805 15.1136 12.3981
H -17.1907 14.2064 11.4215
H -17.0455 12.4106 12.6878
C -22.6604 8.6945 14.2475
O -22.8422 9.4238 13.0436
H -22.4967 9.4474 15.0284
H -23.5580 8.0982 14.4057
H -21.8136 8.0001 14.2679
H -22.0709 10.0052 12.9232
C -22.3597 13.0496 13.6251
O -22.3168 13.9145 14.7550
H -23.4277 12.9989 13.3467
H -21.8903 13.5010 12.7552
H -22.0859 12.0134 13.8208
H -22.7978 13.4715 15.4578
C -22.2040 8.4640 7.7361
O -22.3010 9.8384 8.0059
H -22.9678 8.1627 7.0189
H -21.2200 8.2329 7.3178
H -22.3458 7.8367 8.6226
H -21.8101 10.0834 8.8062
```

## Properties
Charge: -1
HOMO-LUMO gap in eV: 10.00
Spin multiplicity: 1
HOMO energy in eV: -7.3
Largest force on an atom in eV/Å: 2.29

=====

Entry 3:
Here is an isolated molecule of C4H11N3 in a non-equilibrium geometry from the OMol25 dataset. Energies are from ωB97M-V/def2-TZVPD.

```
18
Properties=species:S:1:pos:R:3
C -0.7025 -2.3060 -0.5197
C -0.2525 -0.9885 0.0174
C 0.3749 -0.9377 1.5456
N -0.3201 0.0395 -0.6939
C 0.2401 1.2985 -0.2929
N 1.3389 1.6073 -1.1663
N -0.7934 2.3187 -0.3831
H -1.1047 -2.1888 -1.5223
H 0.1373 -2.9989 -0.5514
H -1.4649 -2.7313 0.1334
H 0.8343 -1.9068 1.7036
H 1.1410 -0.2309 1.8529
H -0.4826 -0.8811 2.2146
H 0.6236 1.1317 0.7819
H 1.8552 2.4498 -0.9287
H 1.0602 1.4820 -2.1365
H -1.7150 1.8953 -0.4653
H -0.7699 2.9471 0.4108
```

## Properties
SMILES string: CC(C)=NC(N)N
HOMO-LUMO gap in eV: 9.76
Spin multiplicity: 1
HOMO energy in eV: -8.8
Largest force on an atom in eV/Å: 3.12

=====

Entry 4:
Here is a cluster of 12 separate species, C44H119N11O19 in total in a non-equilibrium geometry from the OMol25 dataset. Energies are from ωB97M-V/def2-TZVPD.

```
193
Properties=species:S:1:pos:R:3
C 1.7856 -1.1378 5.9765
O 0.7635 -0.2341 5.5352
C 1.1231 0.7497 4.5786
C -0.2260 1.3618 4.1583
N -1.0878 1.7370 5.2557
C -0.6948 2.9733 5.8931
C -1.2416 3.0499 7.3379
O -1.1960 1.9431 8.2844
C 0.1576 1.5542 8.7002
H 1.3041 -1.9501 6.5210
H 2.4267 -0.6628 6.7191
H 2.3943 -1.4498 5.1278
H 1.5657 0.3723 3.6568
H 1.7565 1.4749 5.0893
H -0.7842 0.5320 3.7246
H -0.1058 2.1313 3.3958
H -0.9200 0.9781 5.9007
H -1.0242 3.8324 5.3087
H 0.3777 3.0424 6.0752
H -2.2949 3.3182 7.2567
H -0.9190 4.0118 7.7365
H 0.0582 0.7921 9.4731
H 0.7118 2.3658 9.1716
H 0.6926 1.1646 7.8342
C 3.0553 5.5234 4.8672
O 2.4013 4.3996 4.4406
C 3.2395 3.6069 3.5229
C 4.5204 2.9514 4.0908
N 4.0407 2.2102 5.2143
C 5.1914 1.8898 6.0004
C 4.9998 1.5172 7.4879
O 4.3375 2.5805 8.1484
C 4.3040 2.4040 9.5287
H 2.5168 6.3713 5.2904
H 3.4542 6.0181 3.9816
H 3.9378 5.2564 5.4486
H 3.4579 4.2425 2.6648
H 2.5971 2.8197 3.1283
H 5.1181 3.8012 4.4202
H 5.0567 2.2889 3.4115
H 3.4663 2.8351 5.7617
H 5.8674 2.7448 6.0091
H 5.7508 1.0430 5.6028
H 5.9973 1.3413 7.8907
H 4.4437 0.5919 7.6383
H 3.9824 3.2576 10.1255
H 5.1602 2.0126 10.0780
H 3.6171 1.5612 9.6057
C -1.1528 -2.1256 -8.0965
O 0.0510 -2.6188 -7.6505
C 0.1953 -2.7407 -6.1849
C 0.3212 -4.1772 -5.7590
N 0.9587 -4.4263 -4.4430
C 0.1843 -3.7728 -3.3682
C 0.9032 -4.0672 -2.0246
O 0.8564 -5.4198 -1.7758
C 1.5109 -5.9053 -0.6532
H -1.2668 -1.0683 -7.8573
H -1.9727 -2.7572 -7.7544
H -1.2585 -2.1740 -9.1803
H -0.6687 -2.3071 -5.6814
H 1.0311 -2.1167 -5.8684
H 1.0578 -4.4595 -6.5113
H -0.5628 -4.8147 -5.7720
H 0.9924 -5.4357 -4.4359
H -0.8568 -4.0696 -3.4951
H 0.2882 -2.6985 -3.5209
H 0.2831 -3.5358 -1.3027
H 1.9249 -3.6945 -1.9514
H 1.5193 -6.9834 -0.8137
H 0.9415 -5.6137 0.2294
H 2.4909 -5.5262 -0.3634
C -9.0785 -5.0118 -4.4852
O -8.0499 -5.8405 -3.9702
C -7.0852 -6.4898 -4.9186
C -6.0071 -5.6142 -5.6436
N -5.4635 -4.6466 -4.7081
C -4.7543 -3.5616 -5.3862
C -4.5696 -2.4111 -4.4416
O -3.3660 -2.5102 -3.5775
C -3.2439 -1.5237 -2.5103
H -8.7247 -4.2473 -5.1770
H -9.4930 -4.5569 -3.5856
H -9.8775 -5.5430 -5.0024
H -7.6147 -7.1449 -5.6104
H -6.5416 -7.1951 -4.2900
H -6.3169 -5.2387 -6.6189
H -5.2135 -6.2730 -5.9960
H -4.9094 -5.1682 -4.0441
H -5.3630 -3.1774 -6.2048
H -3.7685 -3.8308 -5.7654
H -5.5077 -2.1915 -3.9318
H -4.4405 -1.4430 -4.9256
H -2.2351 -1.5175 -2.0976
H -3.9399 -1.8118 -1.7224
H -3.4367 -0.5586 -2.9789
C 4.6436 -2.2160 -0.9484
O 4.8050 -0.8033 -0.6713
C 4.6528 -0.1594 -1.9604
C 4.8409 1.2936 -1.7313
N 3.6184 1.9004 -1.1422
C 3.8328 3.2913 -0.7485
C 2.5512 3.8550 -0.0748
O 2.8650 5.0826 0.5332
C 1.7844 5.8010 1.0722
H 3.6820 -2.4495 -1.4054
H 4.6607 -2.6793 0.0381
H 5.4721 -2.5903 -1.5496
H 3.6287 -0.3009 -2.3056
H 5.4295 -0.5687 -2.6064
H 5.2163 1.8071 -2.6164
H 5.6560 1.4663 -1.0284
H 3.5996 1.5144 -0.2091
H 4.2668 3.8944 -1.5460
H 4.5312 3.3620 0.0853
H 2.1455 3.2042 0.6998
H 1.8814 3.9486 -0.9296
H 1.0759 6.2455 0.3732
H 2.2247 6.6644 1.5710
H 1.2006 5.2061 1.7746
C -6.4381 -0.2017 -1.4087
O -5.4552 -0.2739 -0.4011
C -6.2463 -0.4868 0.8201
C -5.3543 -0.3757 2.0223
N -4.4580 -1.5356 2.0652
C -3.1759 -1.2034 2.6872
C -2.1557 -2.4164 2.7238
O -2.0443 -2.9879 1.3904
C -1.5617 -4.3348 1.3204
H -7.0316 0.6803 -1.1678
H -7.1713 -1.0077 -1.4384
H -5.8811 -0.0807 -2.3378
H -6.8126 -1.4004 1.0009
H -7.0340 0.2515 0.9701
H -5.9938 -0.2569 2.8969
H -4.8870 0.6082 1.9816
H -4.1034 -1.8897 1.1883
H -3.3563 -0.8287 3.6948
H -2.6495 -0.5013 2.0406
H -2.6381 -3.0939 3.4283
H -1.1848 -2.1410 3.1356
H -2.3341 -5.0420 1.6227
H -0.7171 -4.6148 1.9500
H -1.1694 -4.6364 0.3492
C 1.5684 6.7935 -2.9845
O 1.5397 5.4774 -3.3142
C 0.6138 5.1238 -4.3117
C 0.4478 3.5946 -4.5394
N 0.2347 2.7707 -3.3088
C 0.1770 1.3127 -3.6064
C 1.4003 0.6468 -4.3135
O 1.5393 0.8241 -5.6817
C 2.7657 0.3445 -6.2046
H 1.8686 7.4875 -3.7695
H 2.3153 6.8651 -2.1938
H 0.6378 7.1596 -2.5507
H 0.9003 5.4241 -5.3196
H -0.3307 5.6463 -4.1594
H 1.3840 3.2508 -4.9792
H -0.4281 3.3672 -5.1471
H 1.0948 2.9446 -2.8086
H -0.6725 1.0171 -4.2221
H 0.0106 0.8233 -2.6468
H 1.1517 -0.4136 -4.2698
H 2.3492 0.8558 -3.8195
H 3.1095 -0.6118 -5.8104
H 3.6067 1.0298 -6.0995
H 2.7685 0.1442 -7.2760
N -0.4025 -0.9596 -0.0348
C 0.5632 -0.4219 0.7172
N 0.4008 0.8340 0.7880
O 1.4996 -1.0821 1.1020
H -1.2566 -0.4232 -0.0890
H -0.5249 -1.9447 0.1512
H 0.9734 1.4276 1.3710
H -0.1350 1.2093 0.0185
N -2.5699 2.5684 -2.9460
C -2.6900 2.0927 -1.7245
N -3.8757 1.9744 -1.3158
O -1.8124 1.4672 -1.1114
H -3.3389 2.4683 -3.5931
H -1.6070 2.7963 -3.1484
H -3.9828 1.3170 -0.5565
H -4.6627 2.3527 -1.8234
O 4.8052 -1.6437 2.6563
H 4.0762 -1.3838 2.0930
H 5.0977 -0.8277 3.0621
O 2.2296 -3.3359 2.4606
H 1.9109 -2.6443 1.8806
H 2.8271 -2.8896 3.0606
O 3.5567 0.6359 1.4263
H 2.7783 0.2148 1.7910
H 3.7688 0.1172 0.6503
```

## Properties
SMILES string: COCCNCCOC.COCCNCCOC.COCCNCCOC.COCCNCCOC.COCCNCCOC.COCCNCCOC.COCCNCCOC.NC(N)=O.NC(N)=O.O.O.O
HOMO-LUMO gap in eV: 8.65
Spin multiplicity: 1
HOMO energy in eV: -8.3
Largest force on an atom in eV/Å: 6.13

=====

> What is the HOMO energy in the fourth record?

-8.3 eV

=====

What did the third record say?
Here is an isolated molecule of C4H11N3 in a non-equilibrium geometry from the OMol25 dataset. Energies are from ωB97M-V/def2-TZVPD.

```
18
Properties=species:S:1:pos:R:3
C -0.7025 -2.3060 -0.5197
C -0.2525 -0.9885 0.0174
C 0.3749 -0.9377 1.5456
N -0.3201 0.0395 -0.6939
C 0.2401 1.2985 -0.2929
N 1.3389 1.6073 -1.1663
N -0.7934 2.3187 -0.3831
H -1.1047 -2.1888 -1.5223
H 0.1373 -2.9989 -0.5514
H -1.4649 -2.7313 0.1334
H 0.8343 -1.9068 1.7036
H 1.1410 -0.2309 1.8529
H -0.4826 -0.8811 2.2146
H 0.6236 1.1317 0.7819
H 1.8552 2.4498 -0.9287
H 1.0602 1.4820 -2.1365
H -1.7150 1.8953 -0.4653
H -0.7699 2.9471 0.4108
```

## Properties
SMILES string: CC(C)=NC(N)N
HOMO-LUMO gap in eV: 9.76
Spin multiplicity: 1
HOMO energy in eV: -8.8
Largest force on an atom in eV/Å: 3.12